# C5H6N2O2

3 unconnected molecules or ions with the total composition C5H6N2O2 at a distorted geometry (ωB97M-V with the def2-TZVPD basis set, the Open Molecules 2025 dataset).

Summary:
Energy relative to the best compared isomer or geometry (same formula, charge and spin) in eV: 5.877
HOMO-LUMO gap (spin up / spin down) in eV: 7.432 / 7.802
E_HOMO (spin up / spin down) in eV: -7.256 / -7.763
Charge: 0
2S+1: 1
LUMO energy (spin up / spin down) in eV: 0.176 / 0.039
Total energy in eV: -12351.74421
Molecular weight in g/mol: 126.1

The geometry in XYZ format:
```
15
Properties=species:S:1:pos:R:3:forces:R:3:lowdin_charge:R:1
C -0.942397 -1.652992 1.293440 -1.8 -0.2 1.5 -0.018
C -0.987516 -1.329934 -0.032181 2.2 0.0 -1.9 -0.249
C -1.423870 -0.154142 -0.573513 -1.1 0.6 0.1 -0.126
C 3.126701 -0.085623 1.765713 0.6 0.6 -0.5 -0.462
C -1.911021 0.939739 -1.056788 1.3 0.8 0.4 -0.032
N 0.550310 1.687003 -1.677927 0.4 0.6 -0.2 -0.111
N 1.087807 0.779569 -1.178883 0.0 1.6 -1.3 0.094
O 2.481789 -0.997387 1.966657 -1.6 -2.1 0.7 0.221
O 3.794901 0.810607 1.519986 1.0 1.5 -0.2 0.208
H -0.712209 -2.656658 1.591450 0.8 -0.3 -0.1 0.035
H -1.542776 -1.162348 2.121047 0.8 0.0 -1.5 0.080
H -0.291874 -1.880921 -0.807735 -1.7 0.4 1.7 0.142
H -1.196255 1.799991 -1.191348 -0.2 -0.8 0.3 0.031
H -2.835185 1.373750 -1.347270 -1.4 -0.9 -0.2 0.046
H 0.801602 2.529352 -2.392643 0.8 -1.9 1.1 0.142
```
Forces are in eV/Å.


# C21H45N2P3RuS2

A molecular structure, C21H45N2P3RuS2 at a distorted geometry (ωB97M-V with the def2-TZVPD basis set, the Open Molecules 2025 dataset).

Summary:
Energy relative to the best compared isomer or geometry (same formula, charge and spin) in eV: 0.000
HOMO-LUMO gap (spin up / spin down) in eV: 7.097 / 4.975
E_HOMO (spin up / spin down) in eV: -15.132 / -17.207
Charge: +3
2S+1: 6
LUMO energy (spin up / spin down) in eV: -8.034 / -12.232
Total energy in eV: -77578.08841
Molecular weight in g/mol: 583.7

The geometry in XYZ format:
```
74
Properties=species:S:1:pos:R:3:forces:R:3:lowdin_spin:R:1
Ru 0.167899 -0.240085 0.769981 0.3 2.1 -3.1 2.601
P -0.117326 -2.405826 0.780608 -1.0 -4.8 -0.2 0.206
P -1.371057 0.317619 2.206922 -3.0 0.9 2.4 0.178
P 2.016523 -0.192378 2.044285 2.2 0.3 1.0 0.167
H 4.526854 2.085907 -3.920296 0.0 0.0 0.5 0.000
C 4.943264 1.417965 -3.159094 0.5 -0.4 -0.2 -0.003
C 5.106435 0.134972 -3.501761 0.5 0.8 -0.5 0.034
H 4.751424 -0.157502 -4.506365 0.4 -0.2 0.6 0.004
C -1.322698 -3.106113 -0.409678 0.0 -0.1 -0.4 0.045
C -0.735009 -3.250360 2.288637 0.2 0.1 0.2 0.039
C 1.387038 -3.345502 0.373058 0.1 -0.2 0.0 0.054
C -1.627119 2.104843 1.964055 0.0 0.4 0.1 0.069
C -3.072782 -0.376728 2.093227 -0.2 -0.1 0.0 0.022
C -1.085934 0.130218 4.001610 0.2 0.1 0.2 0.041
C 3.516052 -0.482060 1.065722 0.4 -0.1 0.0 0.054
C 2.190030 -1.297778 3.483751 0.0 0.0 0.0 0.009
C 2.191501 1.496499 2.674074 0.2 0.3 0.1 0.064
H 5.293202 1.842370 -2.209794 -0.1 -0.2 -0.5 -0.001
H 5.687911 -0.581949 -2.907557 -0.3 0.2 -0.2 0.002
H -1.187494 -2.631328 -1.392976 0.0 -0.3 0.3 0.003
H -2.346906 -2.931720 -0.046454 0.3 -0.1 -0.1 0.000
H -1.161021 -4.192423 -0.495431 -0.1 0.3 0.1 0.005
H -1.791061 -2.989760 2.435486 0.3 -0.1 0.0 0.000
H -0.155016 -2.962710 3.173445 -0.2 -0.1 -0.1 0.000
H -0.652143 -4.337476 2.142025 -0.1 0.3 0.1 0.007
H 1.659735 -3.133070 -0.668661 0.0 -0.1 0.2 0.007
H 1.213122 -4.424593 0.495824 0.1 0.3 -0.1 0.009
H 2.209412 -3.039812 1.025662 -0.1 -0.2 -0.1 0.001
H -2.072211 2.523182 2.875944 0.1 0.1 -0.2 0.010
H -2.302876 2.269569 1.114631 0.3 -0.1 0.6 0.000
H -0.664169 2.586317 1.743879 -0.3 0.0 0.2 0.010
H -3.299245 -0.892153 3.038294 -0.1 0.1 -0.3 0.001
H -3.166708 -1.095568 1.264821 0.0 0.3 0.3 0.002
H -3.809097 0.432757 1.959243 0.2 -0.3 0.1 0.002
H -1.860023 0.695995 4.537151 0.1 -0.1 -0.1 0.007
H -0.103821 0.504553 4.307233 -0.3 0.0 0.0 0.001
H -1.175344 -0.925478 4.285806 0.1 0.2 -0.1 0.000
H 4.415465 -0.379338 1.681504 -0.1 0.0 -0.1 0.009
H 3.566000 0.246719 0.253608 0.1 -0.2 0.3 0.003
H 3.498143 -1.485169 0.627036 0.1 0.2 0.1 0.001
H 3.132349 -1.084237 4.004757 -0.2 0.0 -0.1 0.001
H 2.207622 -2.343540 3.159073 0.0 0.2 0.1 0.000
H 1.362392 -1.162106 4.187649 0.2 0.0 -0.1 0.000
H 3.207357 1.670677 3.044434 -0.1 0.0 0.1 0.010
H 1.472959 1.674347 3.479082 0.2 0.0 -0.1 0.000
H 1.983550 2.203157 1.862228 0.1 -0.1 0.2 0.008
C 2.057825 0.405168 -2.943438 1.0 -1.0 0.1 0.188
C 2.373809 1.395361 -1.983739 0.1 1.2 -0.1 0.107
C 2.017453 2.726443 -2.240946 0.5 -0.9 0.8 0.017
C 1.375739 3.100131 -3.433174 0.1 0.1 0.3 0.168
C 1.119393 2.115474 -4.391901 0.2 -1.1 -0.5 0.022
C 1.471789 0.780378 -4.161196 -1.1 0.9 -0.7 0.087
S 2.521111 -1.288942 -2.863244 -0.8 0.6 -0.3 0.367
H 3.839430 -1.245175 -2.533496 -0.4 0.4 0.5 0.020
H 2.970776 1.118423 -1.115549 -0.5 0.3 -0.3 0.006
H 2.303859 3.488801 -1.519831 -0.1 -0.1 -0.1 -0.001
H 1.130084 4.162755 -3.610681 0.1 -0.8 0.0 0.007
H 0.690831 2.382820 -5.352699 0.1 0.0 0.1 -0.001
H 1.357499 0.012325 -4.925070 -0.2 0.3 0.1 0.002
S -0.938037 0.093306 -1.333406 0.7 0.5 -0.5 0.259
C -2.605593 0.473192 -1.112963 -1.9 0.5 0.2 0.042
N -3.519064 -0.499848 -1.263564 1.3 0.3 0.4 0.008
C -4.937464 -0.318898 -0.993868 -0.2 -0.2 0.2 0.002
C -5.343889 1.075183 -1.400291 -0.4 0.2 -0.7 0.000
C -4.447116 2.139848 -0.811213 0.0 0.3 0.6 0.002
N -3.032103 1.728041 -0.837266 0.8 -1.1 -0.7 0.012
H -3.160330 -1.441718 -1.392682 -0.1 0.4 -0.1 0.001
H -5.142284 -0.474484 0.074464 0.1 -0.1 -0.2 0.000
H -5.461753 -1.098517 -1.552335 -0.1 0.3 0.1 0.000
H -6.362424 1.248266 -1.052729 0.0 0.1 -0.2 0.000
H -5.329853 1.163496 -2.490566 -0.1 -0.1 0.1 0.000
H -4.738843 2.317278 0.237292 0.2 0.1 -0.3 0.001
H -4.514694 3.090039 -1.363025 -0.1 -0.4 0.2 0.000
H -2.323334 2.459951 -0.859569 -0.3 -0.4 -0.1 0.001
```
Forces are in eV/Å.